# 1
58
Properties=species:S:1:pos:R:3:forces:R:3 method="wB97M-V/def2-TZVPD" lumo_ev=0.48 spin_multiplicity=1 homo_lumo_gap_ev=9.59 smiles="CCOC(=O)CNC(=O)[C@@H]1CCCN(C(=O)[C@@H](O)[C@@H](OC)C(C)C)CC1" e_tot_ha=-1266.0719 total_charge=0 relative_energy_kcal_mol=3.4 largest_force_ev_per_a=0.0
C -4.9131 4.6945 4.1940 0.0 0.0 0.0
C -4.4116 5.5795 3.0811 0.0 0.0 0.0
O -3.3848 4.8476 2.3754 0.0 0.0 0.0
C -2.8267 5.4902 1.3389 0.0 0.0 0.0
O -3.1271 6.6018 0.9989 0.0 0.0 0.0
C -1.7515 4.6808 0.6516 0.0 0.0 0.0
N -1.6068 3.3420 1.1685 0.0 0.0 0.0
C -1.1788 2.3256 0.3765 0.0 0.0 0.0
O -0.8500 2.5170 -0.7850 0.0 0.0 0.0
C -1.1164 0.9636 1.0438 0.0 0.0 0.0
C 0.3326 0.6112 1.4434 0.0 0.0 0.0
C 1.4374 0.8378 0.4094 0.0 0.0 0.0
C 1.2069 0.1700 -0.9586 0.0 0.0 0.0
N 0.2387 -0.9209 -0.9374 0.0 0.0 0.0
C 0.4875 -2.1696 -0.4531 0.0 0.0 0.0
O -0.4057 -2.9645 -0.2210 0.0 0.0 0.0
C 1.9592 -2.5626 -0.2771 0.0 0.0 0.0
O 2.0848 -3.5543 0.7106 0.0 0.0 0.0
C 2.5549 -3.0046 -1.6377 0.0 0.0 0.0
O 3.7695 -3.7006 -1.4167 0.0 0.0 0.0
C 4.8037 -2.8990 -0.8841 0.0 0.0 0.0
C 1.6611 -3.8971 -2.5027 0.0 0.0 0.0
C 1.3266 -5.2374 -1.8498 0.0 0.0 0.0
C 2.3123 -4.1026 -3.8683 0.0 0.0 0.0
C -1.1599 -0.5307 -1.0961 0.0 0.0 0.0
C -1.8160 -0.1286 0.2207 0.0 0.0 0.0
H -5.6943 5.2133 4.7493 0.0 0.0 0.0
H -5.3313 3.7697 3.7975 0.0 0.0 0.0
H -4.1094 4.4457 4.8868 0.0 0.0 0.0
H -5.1975 5.8375 2.3719 0.0 0.0 0.0
H -3.9788 6.5080 3.4528 0.0 0.0 0.0
H -1.9893 4.6321 -0.4110 0.0 0.0 0.0
H -0.8253 5.2567 0.7329 0.0 0.0 0.0
H -1.9515 3.1477 2.0921 0.0 0.0 0.0
H -1.6770 1.0302 1.9818 0.0 0.0 0.0
H 0.5959 1.1929 2.3306 0.0 0.0 0.0
H 0.3326 -0.4365 1.7575 0.0 0.0 0.0
H 1.5779 1.9078 0.2435 0.0 0.0 0.0
H 2.3666 0.4703 0.8534 0.0 0.0 0.0
H 0.8111 0.9100 -1.6496 0.0 0.0 0.0
H 2.1529 -0.1752 -1.3742 0.0 0.0 0.0
H 2.5177 -1.6888 0.0707 0.0 0.0 0.0
H 2.4814 -4.3330 0.3037 0.0 0.0 0.0
H 2.7659 -2.0907 -2.2127 0.0 0.0 0.0
H 5.7155 -3.4916 -0.9138 0.0 0.0 0.0
H 4.9466 -1.9944 -1.4865 0.0 0.0 0.0
H 4.6020 -2.6126 0.1523 0.0 0.0 0.0
H 0.7274 -3.3462 -2.6498 0.0 0.0 0.0
H 2.2391 -5.7953 -1.6267 0.0 0.0 0.0
H 0.7459 -5.1023 -0.9382 0.0 0.0 0.0
H 0.7341 -5.8431 -2.5373 0.0 0.0 0.0
H 3.2453 -4.6584 -3.7702 0.0 0.0 0.0
H 1.6477 -4.6663 -4.5243 0.0 0.0 0.0
H 2.5341 -3.1488 -4.3528 0.0 0.0 0.0
H -1.1924 0.2906 -1.8086 0.0 0.0 0.0
H -1.7017 -1.3814 -1.5068 0.0 0.0 0.0
H -1.8747 -1.0200 0.8492 0.0 0.0 0.0
H -2.8435 0.1832 0.0114 0.0 0.0 0.0



# 2
64
Properties=species:S:1:pos:R:3:forces:R:3 method="wB97M-V/def2-TZVPD" lumo_ev=0.46 spin_multiplicity=1 homo_lumo_gap_ev=11.14 smiles="CCOP(=O)(OCC)OCC.O=C1OCCO1.O=C1OCCO1.CC#N.CC#N.CC#N" e_tot_ha=-1963.1798 total_charge=0 largest_force_ev_per_a=2.5
C 9.6012 17.0304 -22.2149 0.3 0.2 0.8
C 8.3042 16.5183 -22.7691 -0.4 -0.5 -0.3
O 7.6117 15.8685 -21.6879 0.0 0.2 0.7
P 6.1236 15.3340 -21.8618 0.3 0.0 -0.6
O 5.2478 16.2661 -22.5679 -0.3 0.3 -0.1
O 6.3624 13.9668 -22.6654 -0.2 0.2 1.3
C 6.0911 13.8173 -24.0665 -0.1 0.2 -0.2
C 5.2856 12.5683 -24.2923 -0.6 0.0 -0.3
O 5.7038 14.9516 -20.3767 0.4 -0.2 -1.2
C 5.2333 16.0058 -19.4985 -0.2 0.1 0.5
C 6.3336 16.9875 -19.1426 0.0 0.0 0.2
H 9.4185 17.7153 -21.3808 -0.3 0.2 -0.3
H 10.1920 16.2562 -21.7216 0.1 -0.2 -0.5
H 10.2032 17.5650 -22.9481 0.0 -0.2 -0.1
H 7.7000 17.3193 -23.2034 -0.1 0.0 0.3
H 8.4042 15.7566 -23.5526 0.4 0.2 -0.1
H 5.5297 14.6760 -24.4435 0.1 0.1 0.2
H 7.0682 13.8140 -24.5591 -0.1 -0.2 -0.1
H 4.3158 12.6692 -23.7998 0.1 0.0 0.2
H 5.0252 12.4911 -25.3518 0.3 -0.1 0.0
H 5.7623 11.6512 -23.9540 0.1 0.1 0.0
H 4.3380 16.4842 -19.8982 0.2 -0.1 -0.4
H 4.9105 15.4481 -18.6198 0.1 0.1 0.1
H 7.2332 16.4066 -18.9442 0.2 0.2 0.1
H 6.5297 17.7445 -19.9005 0.0 -0.3 -0.3
H 6.0827 17.5515 -18.2419 -0.1 -0.2 0.1
O 9.7910 5.3864 -20.7064 -0.2 0.3 -0.4
C 10.1706 6.0108 -21.6483 -0.2 -0.2 0.5
O 9.4148 6.5215 -22.6428 -0.1 -0.9 -0.4
C 10.2805 6.8847 -23.7522 -1.1 1.8 1.3
C 11.5858 7.1249 -22.9911 0.2 -0.3 -2.2
O 11.4633 6.3120 -21.8533 0.7 0.2 0.2
H 10.2087 6.2097 -24.6001 0.3 -0.5 0.3
H 9.8729 7.8533 -24.0442 0.1 -0.1 -0.5
H 11.6851 8.1937 -22.8147 0.1 -0.1 0.7
H 12.4092 6.8014 -23.6332 0.2 -0.1 0.5
O 10.8398 10.1951 -21.2046 0.8 -0.7 0.3
C 10.5527 11.3407 -21.2833 -1.3 1.0 -0.6
O 10.5360 12.2390 -20.2783 0.4 -0.8 0.8
C 9.6980 13.3449 -20.6057 -0.2 -0.2 -0.3
C 9.7230 13.2646 -22.1225 1.0 1.1 -0.3
O 10.0952 11.9165 -22.4157 -0.4 -0.4 0.4
H 8.7024 13.1836 -20.1838 0.1 0.0 0.0
H 10.1379 14.2482 -20.1915 0.0 0.0 -0.1
H 10.5653 13.8628 -22.4811 -0.3 0.3 -0.2
H 8.7937 13.5591 -22.5970 0.0 -0.3 -0.1
C 11.4857 17.4095 -26.0897 -0.4 0.5 0.3
C 11.4308 16.0818 -25.4871 0.4 0.3 -0.3
N 11.4058 15.0358 -25.0218 -0.2 -0.2 0.2
H 10.6910 18.0107 -25.6407 -0.1 -0.1 -0.2
H 11.3520 17.3826 -27.1675 -0.1 -0.2 0.0
H 12.3972 17.9626 -25.8687 0.2 -0.4 0.1
C 13.9152 11.3058 -20.9629 -0.2 0.5 1.1
C 13.5665 12.7322 -21.0720 0.3 -0.2 -0.2
N 13.3187 13.8522 -21.1379 -0.1 -0.1 0.0
H 14.1186 10.8381 -21.9172 -0.1 0.0 -0.1
H 13.1051 10.8173 -20.4189 -0.1 -0.2 -0.4
H 14.7598 11.2082 -20.2796 0.3 0.1 -0.3
C 10.3810 13.0816 -16.8300 -0.9 1.9 -1.3
C 9.8094 14.4446 -16.9769 0.2 -0.1 0.3
N 9.3796 15.4862 -17.1957 -0.1 0.0 0.0
H 10.8461 13.0139 -17.8170 0.4 -0.8 0.3
H 9.4979 12.4484 -16.8054 0.5 -0.6 0.4
H 11.0949 13.0720 -16.0179 -0.1 -0.5 0.1



# 3
79
Properties=species:S:1:pos:R:3:forces:R:3 method="wB97M-V/def2-TZVPD" lumo_ev=-0.56 spin_multiplicity=1 homo_lumo_gap_ev=10.32 smiles="O=S1(=O)OCCO1.O=S1(=O)OCCO1.O=S1(=O)OCCO1.O=S1(=O)OCCO1.O=S1(=O)OCCO1.CC#N.CC#N.CC#N.CC#N" e_tot_ha=-4419.5390 total_charge=0 largest_force_ev_per_a=6.0
O -0.7171 -2.9686 3.3093 0.0 -2.2 1.3
S -0.3301 -4.2198 3.9614 0.1 0.2 -1.1
O 0.9141 -4.1954 4.7087 -2.6 -0.8 -0.9
O -1.6193 -4.9808 4.7628 2.3 1.6 1.7
C -2.5164 -5.5229 3.8517 0.1 0.5 -1.3
C -1.5914 -6.0485 2.7723 0.0 -0.8 -0.9
O -0.3542 -5.4227 2.8367 2.2 2.8 1.3
H -3.0608 -6.4008 4.1995 -0.1 0.5 0.7
H -3.1432 -4.6873 3.5400 -0.5 -0.4 -0.3
H -1.9202 -5.8245 1.7575 -0.5 -0.9 0.0
H -1.2715 -7.0569 3.0349 -1.0 -0.5 -0.7
O -2.0245 -3.0258 0.4504 -2.6 -0.2 0.2
S -3.3548 -2.7373 0.9632 0.8 0.3 0.4
O -3.4254 -2.2643 2.3155 -0.4 -0.4 -1.0
O -4.0876 -1.7016 -0.0401 0.2 -1.0 0.0
C -5.4533 -2.0893 -0.2708 -0.6 0.3 -0.1
C -5.6407 -3.5428 0.1451 -1.1 -0.4 -1.4
O -4.4858 -3.9355 0.7752 3.0 0.1 1.6
H -6.0746 -1.4140 0.3173 -0.1 0.0 -0.2
H -5.6912 -2.0772 -1.3345 0.2 0.7 0.1
H -5.7467 -4.2251 -0.6983 0.1 0.3 -0.5
H -6.5754 -3.7187 0.6776 0.4 0.3 0.9
O 4.0473 -0.9844 -0.2270 -1.2 -1.5 0.2
S 3.2726 -2.1777 0.0046 0.8 -1.7 -0.7
O 3.4920 -2.9288 1.2470 -1.2 1.6 -2.4
O 1.7557 -1.9519 -0.4899 0.6 1.0 1.8
C 1.1997 -3.0826 -1.1453 -2.4 1.1 0.3
C 2.3303 -3.9092 -1.6233 -0.5 -1.8 0.3
O 3.4697 -3.2156 -1.2624 2.5 1.0 0.5
H 0.5282 -3.5903 -0.4529 0.2 -0.2 0.1
H 0.5367 -2.6475 -1.8931 0.3 -0.1 -0.3
H 2.2702 -4.1719 -2.6794 0.5 0.5 -0.1
H 2.2789 -4.8526 -1.0798 0.3 -0.2 0.0
O 0.3667 7.7970 -1.8513 -1.2 -1.0 -1.2
S -0.6105 7.0038 -2.5480 -0.1 -1.0 0.7
O -1.6543 7.5964 -3.3549 1.4 -0.9 0.9
O 0.1252 5.7576 -3.3523 -1.0 0.8 0.7
C -0.6718 4.5533 -3.2190 -0.4 0.1 0.2
C -1.5528 4.7327 -1.9400 0.0 -0.6 -0.3
O -1.2745 5.9687 -1.4131 1.4 3.7 -0.4
H -1.3188 4.3991 -4.0827 0.2 0.3 -0.2
H -0.0012 3.6981 -3.1356 0.2 0.3 0.0
H -1.2364 4.0770 -1.1287 -0.5 -0.7 -0.3
H -2.6254 4.7821 -2.1273 0.0 -1.0 -0.3
O 2.4045 2.6464 0.4643 -2.3 -2.0 -0.2
S 1.5214 1.5551 0.0575 0.2 -1.3 0.2
O 1.8248 0.8465 -1.1672 -0.7 1.3 1.5
O 1.2737 0.4176 1.2500 0.4 1.3 -0.9
C -0.1040 -0.0519 1.2817 0.1 -0.6 -0.5
C -0.8330 0.7821 0.1127 0.3 -1.5 1.9
O -0.0875 1.9588 0.1010 2.1 1.9 -0.7
H -0.0888 -1.1410 1.2403 0.1 -0.1 -1.4
H -0.4523 -0.0435 2.3145 -0.3 1.5 0.0
H -1.8463 1.0699 0.3927 0.0 -0.2 -0.1
H -0.7605 0.3074 -0.8658 -0.1 -0.3 0.1
C -3.3809 -0.4830 -3.0267 1.5 -1.3 -0.1
C -2.5094 -1.6778 -3.1470 0.7 -0.7 0.1
N -1.8160 -2.5831 -3.3452 -0.7 0.9 0.4
H -3.0563 0.1091 -2.1711 -0.3 -0.1 0.0
H -4.3871 -0.8899 -2.9263 -0.1 0.8 -0.3
H -3.0957 0.0316 -3.9443 -1.0 0.4 0.0
C 1.3198 5.7993 0.7689 0.8 0.3 0.5
C 2.3258 6.9105 0.8454 1.4 3.5 -0.5
N 2.9971 7.8947 0.8902 -2.5 -4.2 -0.1
H 1.3229 5.3527 1.7632 -0.2 -0.2 0.0
H 1.5913 5.0195 0.0574 0.3 0.2 0.0
H 0.3119 6.1303 0.5185 0.3 0.4 0.1
C 4.1863 0.5830 2.2670 0.4 -0.4 -0.1
C 5.2198 -0.2095 2.9191 0.1 0.3 0.2
N 5.9749 -0.8935 3.4431 0.3 -0.1 0.1
H 4.5288 0.8407 1.2648 -0.2 0.0 0.0
H 3.9489 1.5011 2.8045 -0.1 -0.3 0.1
H 3.3652 -0.1306 2.1981 -0.3 0.6 -0.1
C 5.5737 3.3812 -1.3598 -0.6 0.5 -0.9
C 4.7774 2.9768 -2.5563 -3.1 -1.8 -3.6
N 4.1337 2.5948 -3.5000 3.2 2.0 4.7
H 5.0867 3.1640 -0.4092 0.1 -0.9 -0.2
H 5.6014 4.4695 -1.3053 0.4 0.1 -0.5
H 6.5707 2.9677 -1.5119 -0.1 0.1 0.5